(1)
DFT (ωB97M-V/def2-TZVPD) results for a molecular structure, C16H28BF4LiO8 at a distorted geometry.

CARTESIAN COORDINATES (ANGSTROEM)
Li (-41.402808, 32.677054, 37.708878)
B (-39.176387, 31.448013, 39.708041)
F (-38.830179, 32.642968, 40.504572)
F (-39.537955, 31.845489, 38.502441)
F (-38.027558, 30.656383, 39.676572)
F (-40.218425, 30.815701, 40.284523)
C (-34.759612, 32.906568, 40.327762)
O (-35.831879, 33.409337, 41.116451)
H (-35.077644, 32.974575, 39.076740)
H (-34.596556, 31.908004, 40.691098)
H (-33.902002, 33.542471, 40.454504)
H (-36.498868, 33.631766, 40.446999)
C (-37.121253, 27.858819, 41.482599)
O (-38.408381, 28.293431, 41.388656)
H (-37.035343, 27.655751, 42.619736)
H (-36.242337, 28.736784, 41.415681)
H (-36.993562, 27.050655, 40.801614)
H (-38.734628, 28.614733, 40.480772)
C (-43.429401, 30.484720, 38.939437)
O (-42.217464, 30.864428, 38.227533)
H (-44.016458, 29.840598, 38.587140)
H (-43.956788, 31.307235, 39.080947)
H (-43.237062, 30.329345, 39.922470)
H (-41.428408, 30.028667, 38.430352)
C (-41.953052, 33.495720, 40.516209)
O (-41.375795, 34.057862, 39.322993)
H (-42.980138, 33.918520, 40.441687)
H (-41.380701, 33.896137, 41.387524)
H (-41.820489, 32.409342, 40.352878)
H (-40.451971, 34.356211, 39.542783)
C (-38.576051, 37.662920, 44.292822)
C (-38.303388, 37.028338, 43.131006)
C (-38.709717, 35.666362, 42.820222)
C (-39.281564, 35.007099, 43.935373)
C (-39.571873, 35.661990, 45.148248)
C (-39.256541, 36.947687, 45.327785)
O (-39.494129, 37.565269, 46.531574)
O (-38.516403, 35.007741, 41.651200)
H (-38.308992, 38.712650, 44.425426)
H (-37.798014, 37.362457, 42.383122)
H (-39.491696, 33.870039, 43.952381)
H (-40.160126, 35.232475, 46.023316)
H (-38.881153, 38.196780, 46.736290)
H (-38.848621, 34.153272, 41.804505)
C (-34.108197, 30.453523, 36.680267)
C (-33.900914, 30.680006, 35.282068)
C (-34.896146, 31.240057, 34.416880)
C (-36.182461, 31.218295, 34.924665)
C (-36.495460, 31.048518, 36.236022)
C (-35.449807, 30.483982, 37.126040)
O (-35.690801, 30.120890, 38.415987)
O (-34.646795, 31.402762, 33.148032)
H (-33.446921, 30.056984, 37.307639)
H (-32.984911, 30.545574, 34.997485)
H (-36.976968, 31.293710, 34.145922)
H (-37.440794, 31.018346, 36.579349)
H (-36.560322, 30.097748, 38.549405)
H (-34.054144, 30.963613, 32.692862)

Atomic forces in eV per Å
0.38 -0.34 1.07
2.47 0.92 3.47
-0.54 -0.68 -0.64
-1.02 1.32 -4.04
-0.11 -0.31 -0.33
-1.31 -1.22 0.93
-1.57 0.61 -2.91
-0.47 0.46 -1.03
1.12 -0.63 3.60
0.47 -0.60 -0.56
0.58 0.14 0.00
-0.13 0.01 0.97
2.68 2.57 2.62
-3.06 1.64 -1.85
0.16 -0.63 -1.96
-2.21 -2.06 -0.58
1.00 -0.87 -0.17
1.44 -0.64 2.05
6.15 3.55 0.80
2.69 -4.14 0.62
-4.00 -5.72 -3.60
-2.53 4.29 -0.26
1.26 -1.44 3.00
-3.54 4.05 -0.79
0.21 0.54 -0.59
1.93 0.73 -0.82
0.45 -0.91 0.83
-0.80 -0.62 -0.45
-0.64 0.47 1.04
-1.17 -0.52 -0.37
-0.77 -0.26 1.33
-2.89 -4.71 1.25
-0.67 0.56 3.95
-0.42 -1.76 -0.32
-1.42 -1.63 0.79
1.83 2.90 -0.65
-3.04 -2.77 -0.48
0.72 2.72 -0.07
0.06 -0.32 0.04
3.18 3.17 -4.36
0.25 1.91 -0.50
1.07 -0.07 -1.43
2.51 2.50 0.48
-0.39 -2.27 -0.18
-5.13 0.96 -4.02
-5.22 2.17 3.01
2.03 -3.60 4.06
-1.22 1.10 -2.28
5.03 -2.47 1.60
-0.21 2.12 -1.22
5.56 0.12 -1.64
-5.29 4.94 -0.03
3.03 -1.44 2.22
5.28 -0.67 -2.18
0.42 0.43 0.83
-3.23 0.08 0.98
-5.74 0.03 1.33
4.82 -3.71 -2.56

**Total charge**: 0
**Spin multiplicity**: 1
**ΔE to the lowest compared entry with this formula, charge and spin**: 125.15 kJ/mol

Atom charges from the Löwdin analysis, given in e for atoms 1 to 4: number 1, Li, carries 0.806; number 2, B, carries -1.348; number 3, F, carries 0.054; number 4, F, carries 0.172

(2)
DFT (ωB97M-V/def2-TZVPD) results for a molecular structure, C17H32Cl28FN2O6S2 at a distorted geometry.

CARTESIAN COORDINATES (ANGSTROEM)
C (-1.823492, -4.099739, 1.802556)
S (-1.681683, -2.924406, 0.394000)
O (-2.364439, -3.512979, -0.750218)
O (-0.249364, -2.876567, 0.088157)
N (-2.248638, -1.441388, 0.871262)
S (-3.847193, -1.227968, 0.563266)
O (-4.196798, 0.088955, 1.087157)
O (-4.240384, -1.274660, -0.832199)
C (-4.931182, -2.402946, 1.494463)
O (-4.659463, -2.621365, 2.625627)
N (-6.106235, -3.014070, 0.922206)
C (-5.856408, -4.104183, 0.065469)
O (-6.175178, -5.204388, 0.293016)
F (-5.222482, -3.913864, -1.116485)
H (-2.831006, -4.560557, 1.784553)
H (-1.725187, -3.490408, 2.724223)
H (-1.001363, -4.843613, 1.752839)
H (-6.791168, -3.250786, 1.635695)
C (2.997619, -3.505193, -0.828831)
Cl (2.536126, -4.871073, -1.847824)
Cl (4.425069, -3.887609, 0.155801)
H (3.227826, -2.655984, -1.461986)
H (2.166853, -3.262004, -0.169810)
C (5.733746, -0.101402, -0.410280)
Cl (7.310016, 0.236159, -1.137514)
Cl (4.483527, -0.268250, -1.646192)
H (5.798295, -1.026364, 0.155466)
H (5.469647, 0.719802, 0.249127)
C (9.146881, -3.447512, -0.137770)
Cl (7.393976, -3.374085, 0.054107)
Cl (9.970643, -2.343873, 0.976155)
H (9.480086, -4.461075, 0.063484)
H (9.399888, -3.169721, -1.156596)
C (9.054221, 2.381068, 1.283618)
Cl (7.303423, 2.483521, 1.488202)
Cl (9.899885, 3.470180, 2.391741)
H (9.370865, 1.361454, 1.481893)
H (9.304048, 2.654443, 0.263089)
C (4.198445, 5.103590, 2.301592)
Cl (4.133039, 5.208872, 4.065473)
Cl (3.590683, 3.549363, 1.720648)
H (3.588386, 5.896967, 1.879932)
H (5.229955, 5.219532, 1.981281)
C (0.312249, -7.063657, -4.127258)
Cl (-0.470104, -8.066135, -2.897930)
Cl (2.065896, -7.028874, -3.905950)
H (0.086669, -7.470423, -5.106786)
H (-0.066413, -6.048968, -4.052870)
C (-8.965467, -2.386848, -2.055340)
Cl (-7.486515, -3.227517, -1.576109)
Cl (-8.602097, -0.928527, -2.992047)
H (-9.567043, -3.051619, -2.662672)
H (-9.514794, -2.102570, -1.163531)
C (-1.589230, -6.296209, -7.870727)
Cl (-2.372163, -7.298475, -6.644939)
Cl (0.166908, -6.266016, -7.657237)
H (-1.816106, -6.700503, -8.852454)
H (-1.970203, -5.282290, -7.790381)
C (0.293616, 4.075820, 3.955110)
Cl (0.244365, 4.201576, 5.721283)
Cl (-0.279704, 2.499884, 3.403624)
H (-0.341353, 4.849720, 3.530664)
H (1.319316, 4.212728, 3.623453)
C (-0.850548, 8.183510, 3.494124)
Cl (-1.305973, 6.805505, 2.483934)
Cl (0.576554, 7.811668, 4.466903)
H (-0.633792, 9.031045, 2.854067)
H (-1.675998, 8.422345, 4.158385)
C (3.418801, 8.450177, 6.863979)
Cl (3.359453, 8.563827, 8.628738)
Cl (2.816080, 6.892802, 6.293386)
H (2.804137, 9.239699, 6.440550)
H (4.448465, 8.568223, 6.539665)
C (2.048165, 10.327115, 1.315443)
Cl (0.924933, 11.054628, 2.471115)
Cl (2.422752, 8.647175, 1.725381)
H (1.600981, 10.355147, 0.326571)
H (2.969730, 10.900915, 1.320960)
C (-12.420683, -1.176388, -2.133731)
Cl (-13.417242, -0.513516, -0.832833)
Cl (-12.069387, -2.889551, -1.869192)
H (-12.952878, -1.069117, -3.073676)
H (-11.483292, -0.627873, -2.173943)
C (-0.331316, -2.894982, -5.566853)
Cl (-1.111247, -3.886423, -4.333072)
Cl (1.425188, -2.869343, -5.361399)
H (-0.562706, -3.303653, -6.546559)
H (-0.709474, -1.879902, -5.490224)

Atomic forces in eV per Å
-0.26 0.81 0.34
1.47 -0.84 -1.73
-0.92 0.18 1.10
-0.47 0.91 1.34
-1.45 -2.16 -0.14
0.65 3.45 -2.46
0.18 -1.28 1.18
0.28 -1.32 0.63
0.02 -0.46 -0.23
0.07 0.09 1.25
1.49 0.60 -1.06
0.95 0.38 -0.48
-1.01 -1.91 0.97
0.47 0.92 1.48
0.67 0.17 -0.05
-0.03 -0.42 -0.49
-0.64 0.54 -0.29
0.50 -0.34 -0.02
-0.52 0.13 -0.01
0.12 0.29 0.20
-0.19 0.05 0.10
0.11 -0.13 0.02
0.02 -0.11 -0.02
-0.15 -0.05 0.20
0.15 -0.07 -0.03
-0.01 0.06 0.04
0.04 -0.01 -0.16
0.04 0.03 -0.15
-0.07 -0.04 -0.10
0.34 -0.09 -0.13
0.13 0.01 -0.01
-0.04 0.09 0.11
-0.05 0.11 0.10
0.04 -0.16 -0.15
-0.06 0.11 0.11
0.08 0.00 -0.02
-0.08 0.07 0.08
-0.07 0.07 0.08
0.15 0.02 -0.09
0.12 -0.05 -0.32
-0.01 0.01 -0.07
-0.06 -0.10 0.08
-0.04 -0.11 0.08
-0.09 0.04 -0.04
-0.09 0.00 -0.04
0.01 -0.25 -0.36
0.09 -0.09 0.12
0.13 -0.19 0.13
0.22 -0.29 0.22
-1.80 0.76 -1.53
-0.13 0.09 -0.05
0.15 0.08 -0.06
0.12 0.06 -0.05
-0.11 0.03 -0.06
-0.06 0.03 -0.05
0.02 0.12 -0.08
0.08 -0.06 0.09
0.06 -0.07 0.12
-0.01 -0.01 -0.24
0.07 0.12 0.06
0.03 0.06 -0.07
0.10 -0.27 0.25
-0.02 -0.09 0.13
-0.06 0.09 0.06
-0.21 0.23 -0.19
-0.32 0.08 0.00
0.05 -0.14 -0.02
0.05 -0.15 -0.01
0.02 0.03 -0.15
0.04 0.10 0.02
0.11 0.16 0.44
-0.06 -0.10 0.08
-0.04 -0.09 0.09
0.19 -0.04 -0.20
0.06 0.17 -0.03
0.03 0.14 -0.13
-0.07 -0.07 0.11
-0.06 -0.05 0.11
0.08 0.13 -0.10
0.00 0.06 -0.04
-0.38 -0.06 -0.04
-0.04 -0.08 0.10
-0.03 -0.08 0.09
-0.12 0.00 -0.03
-0.20 0.26 -0.04
0.03 0.02 -0.09
0.12 -0.05 0.07
0.07 -0.06 0.13

**Total charge**: -1
**Spin multiplicity**: 1
**Electronic energy**: -15009.4878 Ha

Atom charges from the Löwdin analysis, given in e for atoms 1 to 4: number 1, C, carries -0.149; number 2, S, carries 0.493; number 3, O, carries -0.373; number 4, O, carries -0.383